Entry from OMol25: a cluster of 3 separate species, C28H55F5I2O13P2S in total at a distorted geometry (ωB97M-V/def2-TZVPD).

The value obtained for the frontier orbital gap is 8.592 eV. The calculation puts the molar mass at 1042.5 g/mol. The max |F| comes out at 8.2 eV Å⁻¹. The SMILES is CC[C@H](I)[C@@]1(OC[C@H](C)C(C)C)OS(=O)(=O)O[C@]1(I)CCCC(F)(F)C(F)(F)F.CCOP(=O)(OCC)OCC.CCOP(=O)(OCC)OCC. The value obtained for the calculated total energy is -115745.8888 eV.

Cartesian coordinates (Å):
C -2.624405 5.922390 2.465196
C -2.535792 4.393552 2.753225
C -1.488106 3.708846 1.835797
I -1.956775 1.595704 1.542508
C 0.010558 3.906956 2.323450
O 0.014326 4.661957 3.491458
C 0.456405 3.960737 4.681035
C -0.493480 2.828316 5.164769
C -1.425333 3.484647 6.247858
C 0.211358 1.628471 5.875225
C -0.833131 0.452025 5.877396
C 1.466309 1.084117 5.164718
O 0.785101 2.715302 2.315108
S 2.367750 3.003222 1.967385
O 2.910498 2.158541 0.956932
O 3.248467 2.911603 3.088537
O 2.139938 4.558462 1.582258
C 0.740413 4.764636 1.210924
I 0.733808 3.900684 -0.808760
C 0.607600 6.311552 1.275361
C 0.066864 7.035345 0.005790
C 1.228006 7.476838 -0.953099
C 0.733384 8.020115 -2.298421
F -0.374456 8.765323 -2.044269
F 1.674765 8.782148 -2.894642
C 0.359524 6.918323 -3.323104
F -0.702177 6.197997 -2.953618
F 1.371712 6.088945 -3.565117
F 0.032569 7.511220 -4.484359
H -2.057391 6.535966 3.179047
H -3.666181 6.258318 2.390706
H -2.169333 6.107744 1.475124
H -3.508959 3.974758 2.440985
H -2.426253 4.145224 3.811930
H -1.636806 4.148929 0.840213
H 1.505967 3.653981 4.562804
H 0.468825 4.720920 5.479956
H -1.143313 2.437954 4.366457
H -1.851210 4.441319 5.895708
H -0.788226 3.753267 7.108128
H -2.251265 2.819922 6.528779
H 0.363980 1.883418 6.936277
H -0.494643 -0.409861 6.466505
H -1.847292 0.790192 6.133623
H -0.893573 0.121152 4.821347
H 2.270214 1.831748 5.287597
H 1.837648 0.195019 5.702207
H 1.327483 0.881724 4.097254
H 1.622275 6.710575 1.440724
H 0.005332 6.661653 2.121016
H -0.744218 6.512368 -0.516975
H -0.369548 7.984605 0.363335
H 1.732092 8.309719 -0.431448
H 1.959999 6.662198 -1.036027
C -5.728808 -3.298744 1.498093
C -4.464401 -3.967993 0.983807
O -4.269116 -3.763035 -0.413204
P -3.821092 -2.259600 -0.938843
O -2.581552 -2.101267 -0.094652
O -3.061568 -2.614018 -2.363593
C -1.737170 -2.126062 -2.601895
C -0.695889 -3.175171 -2.248301
O -5.228058 -2.049698 -1.781235
C -5.816421 -3.115255 -2.540374
C -6.945336 -3.798762 -1.793830
H -5.799166 -2.259706 1.164629
H -5.755861 -3.322271 2.588601
H -6.618669 -3.813763 1.135414
H -3.595620 -3.614586 1.543019
H -4.527811 -5.045781 1.142273
H -1.562999 -1.204061 -2.046601
H -1.659540 -1.865923 -3.659099
H -0.939986 -3.710997 -1.332118
H 0.290187 -2.719974 -2.141547
H -0.644123 -3.926070 -3.040162
H -5.071098 -3.836890 -2.868383
H -6.231148 -2.644693 -3.433903
H -6.561500 -4.509146 -1.062913
H -7.572631 -4.369512 -2.481188
H -7.560141 -3.075679 -1.256476
C 6.585120 -3.966378 -3.340527
C 6.513756 -5.438028 -3.713686
O 5.208826 -5.983040 -3.531695
P 4.016851 -5.543842 -4.583126
O 4.667904 -5.904423 -5.889787
O 2.980504 -6.828278 -4.479493
C 2.565552 -7.504107 -5.669384
C 3.423801 -8.732059 -5.927583
O 3.120710 -4.760246 -3.443667
C 2.949882 -5.298401 -2.124961
C 3.891070 -4.653662 -1.125958
H 5.772743 -3.394861 -3.797415
H 7.538223 -3.539126 -3.655722
H 6.505034 -3.832674 -2.261387
H 6.844018 -5.583499 -4.744343
H 7.190419 -6.011995 -3.078742
H 2.589592 -6.827056 -6.523207
H 1.522297 -7.799143 -5.541353
H 4.477368 -8.548998 -5.723643
H 3.315197 -9.068827 -6.959675
H 3.116232 -9.545342 -5.266409
H 3.046531 -6.382193 -2.107721
H 1.926044 -5.055758 -1.833431
H 4.890526 -5.082153 -1.193052
H 3.547698 -4.826810 -0.104357
H 3.982310 -3.581224 -1.302005

Atoms 1-2, force components in eV/Å:
C 0.512 -0.287 -0.235
C -0.675 -0.021 -0.786



Entry from OMol25: a structure of composition C28H55HfO2Si4 at a distorted geometry (ωB97M-V/def2-TZVPD).

The value obtained for the frontier orbital gap is 6.505 eV. The calculation puts the molar mass at 714.6 g/mol. Its net charge is +1. The max |F| comes out at 4.0 eV Å⁻¹. The value obtained for the calculated total energy is -66835.6879 eV.

Cartesian coordinates (Å):
O -4.285508 1.663511 -5.535188
C -3.583408 1.762562 -6.823926
C -4.798677 2.263296 -7.600007
H -3.242007 0.774387 -7.149286
H -2.758429 2.484637 -6.800540
C -5.503192 2.075336 -6.223449
H -5.169118 1.574298 -8.362847
H -4.748304 3.309323 -7.913768
C -6.563761 1.000733 -6.349021
H -6.163088 0.112780 -6.849761
H -7.360487 1.415221 -6.983383
H -6.979793 0.727760 -5.376959
C -6.103616 3.370494 -5.723758
H -5.356552 4.172475 -5.722013
H -6.516127 3.243689 -4.721314
H -6.907963 3.649299 -6.417678
Hf -0.509071 0.450809 0.761973
C 0.188090 2.222447 2.059206
C 1.451168 2.229705 1.363082
C 1.245765 2.751603 0.054897
H 2.419218 2.005771 1.808948
C -0.132588 3.051295 -0.094034
C -0.811793 2.725988 1.131462
H -1.792308 3.105718 1.405621
H 0.094329 2.126780 3.140017
H 2.038076 2.954739 -0.670869
H -0.562578 3.610179 -0.925110
C -1.289982 -0.568051 2.809695
C -2.072906 0.588705 2.571840
C -2.748120 0.435183 1.318678
H -2.221167 1.400717 3.288690
C -2.424457 -0.871103 0.804444
C -1.507428 -1.484458 1.716023
H -1.126339 -2.507007 1.666888
H -0.717743 -0.801350 3.710723
H -3.528378 1.088986 0.924765
H -2.897188 -1.368654 -0.043345
O -1.165107 0.646037 -1.374199
C -2.425572 1.279484 -1.846882
C -2.147963 1.668804 -3.277263
H -2.656797 2.123344 -1.191970
H -3.209652 0.518999 -1.755475
C -1.119191 0.659492 -3.768116
H -1.727571 2.678084 -3.296595
H -3.054092 1.677743 -3.886882
C -0.269583 0.372131 -2.544218
H -0.530885 1.014215 -4.612343
H -1.619150 -0.259981 -4.084381
H 0.573936 1.067689 -2.457275
H 0.077967 -0.664552 -2.455899
C 3.227637 1.632741 4.312617
Si 2.914606 -0.227623 4.311336
C 4.596399 -0.975582 4.754123
C 1.672027 -0.601684 5.679656
Si 2.035051 -1.114113 2.316716
Si 3.850377 -1.184825 0.851846
C 5.165880 -2.443404 1.363372
C 3.153730 -1.678447 -0.829457
C 4.685412 0.500558 0.750289
Si 1.767939 -3.372819 2.928293
C 3.190377 -4.103940 3.940077
C 0.231896 -3.669299 3.988616
C 1.643945 -4.344324 1.317145
H 3.592083 1.909162 5.314607
H 2.311536 2.211938 4.137694
H 3.994891 1.937374 3.586063
H 4.924435 -0.483202 5.683720
H 4.575097 -2.053749 4.943751
H 5.356640 -0.777746 3.986048
H 0.704505 -0.113572 5.492023
H 1.506313 -1.674820 5.840691
H 2.080638 -0.184864 6.613319
H 4.790834 -3.475339 1.383015
H 5.971460 -2.396525 0.613785
H 5.610891 -2.223579 2.342921
H 2.438411 -0.927180 -1.198402
H 3.986080 -1.744704 -1.546708
H 2.643141 -2.650910 -0.809035
H 4.020032 1.262848 0.324455
H 5.041547 0.856838 1.727448
H 5.557574 0.409854 0.084343
H 3.245717 -3.671958 4.948442
H 2.982098 -5.177561 4.070374
H 4.170698 -4.008410 3.454935
H -0.701312 -3.449450 3.458676
H 0.207752 -4.737008 4.256434
H 0.234704 -3.096967 4.925141
H 0.816318 -3.989294 0.686335
H 2.565480 -4.298961 0.721236
H 1.456251 -5.398744 1.574863

Atoms 1-2, force components in eV/Å:
O -0.113 0.315 -1.311
C 0.566 -0.171 -0.009



Entry from OMol25: a structure of composition C28H55O2Si4TeY at a distorted geometry (ωB97M-V/def2-TZVPD).

The value obtained for the frontier orbital gap is 6.256 eV. The calculation puts the molar mass at 752.6 g/mol. The max |F| comes out at 2.8 eV Å⁻¹. The value obtained for the calculated total energy is -73870.6231 eV.

Cartesian coordinates (Å):
O 0.153353 -1.235854 -4.961092
C 0.497764 0.081920 -5.509201
C 0.592274 -0.340263 -6.948952
H 1.476538 0.426450 -5.128660
H -0.343417 0.752347 -5.276514
C 0.423187 -1.763001 -6.360192
H 1.534402 -0.075283 -7.402428
H -0.273273 0.025310 -7.501471
C 1.698830 -2.639633 -6.437613
H 2.626131 -2.046236 -6.304645
H 1.798205 -3.142394 -7.419861
H 1.654954 -3.414280 -5.640497
C -0.856554 -2.284044 -6.990440
H -1.580124 -1.468267 -7.072387
H -1.234194 -3.150734 -6.443638
H -0.661106 -2.580125 -8.027101
Y -0.635111 -1.033866 -2.036672
C -2.542738 -1.704084 -0.160511
C -2.526610 -0.273102 -0.217094
C -2.949879 0.115675 -1.517803
H -2.287024 0.385794 0.636805
C -3.218013 -1.050506 -2.258756
C -2.909777 -2.166711 -1.453984
H -2.988420 -3.231260 -1.702775
H -2.410502 -2.303423 0.751033
H -3.069324 1.143968 -1.850425
H -3.609141 -1.078332 -3.266499
C 0.777157 -2.700561 -0.857652
C -0.198827 -3.432727 -1.618128
C -0.028767 -3.120638 -3.000325
H -0.901740 -4.154164 -1.204552
C 1.231133 -2.429108 -3.112382
C 1.631407 -2.025982 -1.809001
H 2.374196 -1.288201 -1.540918
H 0.937209 -2.706482 0.214521
H -0.829545 -3.255271 -3.752812
H 1.881337 -2.329351 -3.977071
O 1.631342 3.570568 -3.219356
C 0.544211 2.600405 -3.017663
C -0.784724 3.230481 -3.511976
H 0.454023 2.335596 -1.947253
H 0.785567 1.655506 -3.591863
C -0.430910 4.739639 -3.709962
H -1.664867 3.067174 -2.869202
H -1.139233 2.756922 -4.440156
C 1.104841 4.888314 -3.541269
H -0.976890 5.333124 -2.977026
H -0.675966 5.038122 -4.753450
H 1.389042 5.662648 -2.768572
H 1.546234 5.232622 -4.495646
C 3.797254 0.796354 3.904692
Si 2.131322 1.263464 4.648320
C 2.019223 0.639401 6.433153
C 1.985301 3.148175 4.667517
Si 0.419506 0.347526 3.268174
Te 1.008278 0.585343 0.858061
Si 0.355349 -1.913024 3.965039
C -0.337642 -1.983611 5.733358
C -0.812383 -2.926376 2.868235
C 2.145343 -2.533010 3.946626
Si -1.504135 1.440604 4.159213
C -1.419312 1.660597 6.054431
C -1.573498 3.140063 3.370788
C -3.110109 0.455153 3.883657
H 4.548966 1.518734 4.260206
H 3.756796 0.842719 2.809552
H 4.110944 -0.213134 4.201838
H 2.827734 1.116564 7.010990
H 1.068424 0.895963 6.916465
H 2.159074 -0.446986 6.504225
H 1.981322 3.539546 3.641270
H 1.079988 3.502781 5.178461
H 2.864834 3.558218 5.190419
H -1.306519 -1.471077 5.806552
H -0.496079 -3.042100 6.003840
H 0.340776 -1.543877 6.474728
H -0.609895 -2.774548 1.797754
H -0.722033 -4.004889 3.083284
H -1.854734 -2.634585 3.064480
H 2.682356 -2.159150 3.064036
H 2.693981 -2.211449 4.841782
H 2.158385 -3.635303 3.911869
H -0.556955 2.260455 6.374940
H -2.334074 2.190184 6.376383
H -1.390250 0.696665 6.584830
H -1.130806 3.123741 2.368977
H -2.620376 3.464390 3.282055
H -1.033831 3.881803 3.973174
H -3.119213 -0.098856 2.929001
H -3.263408 -0.260595 4.706923
H -3.956602 1.165401 3.883815

Atoms 1-2, force components in eV/Å:
O 0.177 1.003 -2.562
C -0.206 0.672 1.153



Entry from OMol25: a structure of composition C28H56AsF6KO20S4 at a distorted geometry (ωB97M-V/def2-TZVPD).

The value obtained for the frontier orbital gap is 10.061 eV. The calculation puts the molar mass at 1069.0 g/mol. The max |F| comes out at 3.3 eV Å⁻¹. The value obtained for the calculated total energy is -207707.8499 eV.

Cartesian coordinates (Å):
K 2.367615 -0.807333 2.755571
As 0.519323 0.272743 -0.584088
F 2.163290 -0.287476 -0.484987
F 1.026895 1.265011 -1.935959
F -1.160108 0.889191 -0.780520
F 0.082694 -0.631028 0.818754
F 0.941759 1.540827 0.495811
F 0.117876 -1.009530 -1.693938
C -1.375145 0.071853 -4.656545
C -2.599274 -0.436744 -3.815876
C -3.388414 -1.342035 -4.812569
S -2.031677 -2.333778 -5.471294
O -2.286687 -2.584012 -6.846719
O -1.741410 -3.450451 -4.591038
C -0.720563 -1.155406 -5.314750
H -0.606863 0.679363 -4.157900
H -1.745540 0.733018 -5.439541
H -3.238276 0.325299 -3.377276
H -2.192563 -0.923720 -2.911259
H -3.846394 -0.713809 -5.583431
H -4.024138 -2.091877 -4.365491
H -0.490973 -0.963111 -6.355454
H 0.002506 -1.623426 -4.702894
C 4.250460 -2.040343 -3.121952
C 4.706537 -0.573513 -3.079568
C 6.012228 -0.538271 -2.353720
S 5.738883 -1.760270 -0.982935
O 5.517632 -1.066590 0.248717
O 6.760535 -2.757062 -1.025225
C 4.206952 -2.486285 -1.697967
H 5.049750 -2.549997 -3.627917
H 3.294983 -2.159283 -3.666511
H 3.927831 0.044905 -2.624653
H 4.799164 -0.107728 -4.061562
H 6.213035 0.458915 -1.974775
H 6.854980 -0.912208 -2.944357
H 3.383267 -1.998731 -1.188105
H 4.250257 -3.525812 -1.479831
C 3.723976 4.354193 0.908840
C 3.679716 3.515519 -0.369289
C 4.538735 2.225645 -0.128786
S 4.675130 2.132352 1.647362
O 5.989117 2.629636 2.018296
O 4.247452 0.927032 2.285955
C 3.415238 3.290055 1.965206
H 3.034372 5.195986 0.951586
H 4.712802 4.743145 1.085771
H 4.000572 4.092475 -1.236879
H 2.616837 3.224965 -0.529462
H 5.502378 2.211443 -0.599631
H 4.056519 1.311239 -0.472432
H 3.585074 3.577016 2.982377
H 2.487064 2.720523 1.721097
C -2.513936 1.523936 2.561821
C -2.296587 2.950242 3.148384
C -0.843684 3.051431 3.570692
S -0.609125 1.387171 4.405064
O -1.055841 1.452633 5.788691
O 0.732818 0.906045 4.145701
C -1.775970 0.481871 3.395468
H -2.032535 1.494631 1.567581
H -3.587360 1.436466 2.387020
H -2.937875 3.178779 4.020452
H -2.512126 3.663790 2.346823
H -0.644828 3.745349 4.380381
H -0.159357 3.052072 2.742912
H -2.383118 -0.167949 4.039751
H -1.156212 -0.151174 2.750041
C 1.969693 -6.297204 2.737577
O 2.475880 -4.995771 2.507861
C 2.152991 -4.247269 1.436614
O 2.640326 -3.161302 1.272247
O 1.201472 -4.851846 0.673816
C 0.733095 -4.065064 -0.473710
H 0.919524 -6.248796 2.583852
H 2.218979 -6.568721 3.758439
H 2.375554 -6.998940 2.002406
H 0.370279 -3.141647 -0.062336
H -0.038809 -4.688943 -0.942101
H 1.580199 -3.893408 -1.156402
C -1.226878 -4.187009 2.070790
O -0.265938 -3.280782 2.613349
C 0.226456 -3.497784 3.832244
O 0.880153 -2.599069 4.302676
O -0.248403 -4.590452 4.463546
C 0.259421 -4.758177 5.787131
H -1.514126 -3.861740 1.065450
H -2.154660 -4.282418 2.673039
H -0.783685 -5.154713 1.968056
H -0.505643 -5.385582 6.239412
H 0.348788 -3.802864 6.316178
H 1.237683 -5.196287 5.612525
C -7.908814 0.588247 0.219264
O -6.580909 1.077101 -0.094867
C -6.350640 1.212312 -1.407249
O -7.120239 1.022032 -2.321899
O -5.077231 1.558452 -1.792095
C -3.930629 1.436556 -0.889571
H -8.063257 0.802324 1.241617
H -7.918198 -0.483021 0.014331
H -8.636595 1.004884 -0.422092
H -4.240419 1.827059 0.096561
H -3.196027 2.158454 -1.311474
H -3.517637 0.414178 -0.879793
C -4.033669 5.907438 0.676850
O -3.732477 5.267499 -0.578831
C -2.429101 4.957742 -0.741634
O -1.564088 5.149248 0.029742
O -2.308092 4.408918 -1.979656
C -0.989044 3.984285 -2.419928
H -3.965777 5.219752 1.498698
H -5.012435 6.303285 0.522858
H -3.304883 6.729808 0.875962
H -0.489584 3.541802 -1.583793
H -0.455888 4.833122 -2.912542
H -1.256345 3.226471 -3.212102

Atoms 1-2, force components in eV/Å:
K -0.064 -0.081 -0.154
As -0.663 0.720 -1.888